# 1
Density functional theory data (wB97M-V/def2-TZVPD) for an isolated molecule of C3H4N4O.

Structure (XYZ):
```
12
Properties=species:S:1:pos:R:3:forces:R:3
H 2.122 1.635 1.042 0.2 1.6 0.5
C -0.887 -0.956 -0.774 4.4 -3.8 2.8
N 1.126 -0.989 0.123 1.5 -3.2 3.5
C -0.955 0.420 -0.333 -7.3 1.6 -0.9
O 2.293 0.781 0.687 -1.3 -0.5 -0.8
H -2.831 1.692 0.100 3.1 -3.5 -1.2
N -2.309 0.657 -0.254 2.0 2.7 0.9
H -1.617 -1.444 -1.252 -3.3 -0.9 -1.8
C 1.069 0.401 0.190 3.7 -3.5 1.1
N 0.000 -1.890 -0.357 0.7 6.5 -0.6
H 1.842 -1.496 0.978 -3.0 2.2 -3.7
N 0.148 1.189 -0.150 -0.6 0.8 0.4
```
Forces are in eV/Å.

Summary:
Total charge = 0
SMILES = [H]/N=c1/cn[nH]c(O)n1

Here are the Löwdin charges for atoms 1 to 8, given in e:
1. H 0.0939
2. C -0.1026
3. N 0.0062
4. C -0.4274
5. O 0.0847
6. H 0.1376
7. N 0.0647
8. H 0.0617

---

# 2
Density functional theory data (wB97M-V/def2-TZVPD) for a cluster of 2 separate species, C2H7O2PS in total.

Structure (XYZ):
```
13
Properties=species:S:1:pos:R:3:forces:R:3
H 2.858 -1.416 -0.824 0.6 -0.1 -0.2
H -2.614 1.100 -1.510 0.6 -0.3 0.3
H -1.814 0.133 2.392 0.5 -1.2 -0.1
P -1.360 0.590 -0.969 -0.4 0.7 -1.0
O -2.055 0.135 0.409 -0.8 0.0 0.6
H -0.268 0.241 1.425 -1.1 -1.2 0.7
H -1.192 -1.348 1.323 0.3 -1.5 1.1
O 1.462 -0.108 -0.714 -1.7 1.9 0.4
C 2.449 -0.474 -1.228 2.7 -1.9 -1.4
S -0.688 2.502 -0.219 -1.1 0.1 0.9
C -1.267 -0.322 1.545 0.8 3.5 -1.7
H 3.063 -0.068 -2.146 -1.4 0.1 1.3
H 0.243 2.910 -1.032 0.9 -0.2 -0.9
```
Forces are in eV/Å.

Summary:
Total charge = 0
SMILES = COPS.C=O

Here are the Löwdin charges for atoms 1 to 8, given in e:
1. H 0.0743
2. H -0.0769
3. H 0.0985
4. P 0.5494
5. O -0.6214
6. H 0.0608
7. H 0.0636
8. O -0.0817

---

# 3
Density functional theory data (wB97M-V/def2-TZVPD) for a structure of composition C43H47N7O7S3Ti.

Structure (XYZ):
```
108
Properties=species:S:1:pos:R:3:forces:R:3
C -0.669 3.411 -0.578 0.6 -0.9 -1.1
H -1.864 -5.268 -0.162 0.1 0.7 0.5
C 4.135 1.747 2.096 0.0 0.0 -0.3
C 4.770 1.022 4.297 0.4 -1.5 0.8
N -0.298 1.429 0.742 0.4 1.0 0.9
C -0.476 7.757 -6.327 -0.3 -1.0 0.3
H 4.544 0.370 5.184 0.3 0.9 -1.0
H 1.589 -5.475 2.040 -0.3 0.8 0.0
C -0.146 2.109 -0.399 -1.1 0.6 0.4
H -1.289 8.561 -8.861 0.0 0.6 0.2
N -0.532 -3.823 0.653 0.5 1.5 0.2
C -0.940 2.034 1.760 0.4 -0.8 -0.5
H 0.125 -1.278 4.183 -0.7 -1.0 -0.4
C -1.791 -4.524 0.671 -0.9 0.4 -1.5
H -2.699 0.726 0.337 -0.2 0.0 -0.3
S 1.816 -2.843 0.100 0.1 -0.3 -0.5
C 0.616 -4.080 0.056 -0.4 0.8 0.5
H -2.052 4.869 0.142 1.1 -1.0 0.8
C -2.224 7.071 -4.246 0.4 -0.8 -0.4
H -0.467 9.953 -8.020 0.4 -0.1 -0.1
C -0.137 6.696 -5.446 0.2 2.2 -0.5
H -0.628 -2.428 5.217 -0.7 -0.2 0.2
C 0.665 2.003 -2.742 -0.5 0.0 0.5
C 3.653 -6.761 0.478 0.4 0.8 -0.8
O 2.151 -1.217 2.615 0.1 1.0 -0.6
H -4.815 -4.727 0.843 0.1 0.9 -0.1
H 0.769 -6.922 2.546 0.6 0.1 -0.8
H -0.160 -3.014 3.620 0.3 0.7 0.3
C 0.567 -6.448 0.380 2.1 -1.1 0.3
O 2.405 -0.265 4.803 -0.6 -0.1 1.0
C 3.926 0.915 3.196 -1.0 0.6 -0.6
O 4.616 1.655 -0.353 -0.5 -0.8 0.2
H 0.744 -7.317 -0.273 -0.1 0.0 0.6
H -0.890 1.430 2.664 -0.5 0.5 0.0
O 2.529 2.696 0.096 -0.7 0.0 1.0
O 2.740 0.255 0.407 0.3 1.2 0.4
C 5.181 2.663 2.091 0.0 0.2 0.2
N -1.045 5.146 -2.343 -0.9 0.4 1.9
H 1.605 -1.630 -2.115 -0.1 -0.1 0.1
H 0.912 6.412 -5.502 -0.4 -0.8 0.1
H -3.465 8.599 -5.061 -0.8 0.4 0.0
H -2.204 3.747 2.312 -0.1 -0.4 0.7
O 1.294 1.008 2.952 1.0 -1.5 -0.3
H 4.732 -7.062 0.631 -1.3 0.3 -0.2
H 3.263 -7.202 -0.450 0.3 -0.2 0.2
H 2.153 -0.641 -4.271 -0.8 0.7 0.5
H -3.032 -2.042 5.223 -0.4 0.1 0.1
N 0.628 0.051 -1.316 1.6 -0.6 -0.7
H 0.359 3.983 -4.890 0.4 -0.3 -0.8
H -3.844 -0.375 -0.451 -0.4 -0.2 -0.4
H 1.684 -5.335 -0.964 1.5 -0.2 -0.7
H -2.001 10.240 -8.789 0.0 -0.1 -0.5
C -1.836 -1.383 2.188 -0.5 1.6 -2.9
H 0.091 8.055 -7.201 0.5 -0.4 0.4
H -1.974 -0.683 -0.494 -2.1 0.5 0.9
H -5.266 -1.420 4.035 1.3 -0.1 -0.6
C 0.218 3.352 -2.880 -1.0 -0.4 1.8
C 1.203 1.277 -3.801 -0.2 -0.3 1.2
H -0.522 -2.828 1.023 -0.2 -1.2 -0.3
H -4.474 -4.014 2.535 0.0 0.6 -0.4
C -1.906 -1.809 3.463 1.1 -0.3 3.5
N -0.594 -1.140 1.609 0.1 0.0 -0.5
H 5.321 3.330 1.238 0.0 -0.4 0.3
S 2.338 0.030 3.413 0.3 0.7 0.1
C -1.416 9.491 -8.270 -0.1 0.0 -0.2
Ti 0.861 -0.466 1.009 -0.4 -0.6 0.7
N 0.063 4.122 -3.958 -1.0 2.6 -0.6
C -2.069 -5.130 1.987 -1.8 0.4 1.4
H -1.269 -5.741 2.281 0.9 -1.3 0.4
H 6.683 1.770 4.956 0.6 -0.1 1.0
C -2.550 8.074 -5.139 0.2 -0.7 0.9
H -3.589 -6.411 2.916 0.2 -0.5 1.3
H 1.332 1.749 -4.742 0.3 0.2 -0.7
C -1.003 6.364 -4.408 -0.5 0.8 -1.4
C -2.928 -0.316 0.099 2.7 -1.0 0.5
H 2.806 -8.212 1.792 -0.5 0.9 -0.3
H -2.575 -3.751 0.531 0.4 -0.4 -0.4
H 3.584 -5.674 0.302 0.5 -0.2 0.1
C -1.582 3.262 1.587 0.1 0.2 0.2
C 1.561 -0.022 -3.554 1.0 -1.4 -0.3
C 0.399 1.377 -1.482 1.0 -1.0 -2.2
C -1.432 3.961 0.418 -1.4 1.0 -0.5
C -0.509 3.996 -1.874 0.9 -0.8 -0.3
C -0.723 5.247 -3.573 1.8 -1.9 -0.5
N 0.838 -5.313 -0.477 -1.0 1.0 0.7
C -0.587 -2.149 4.172 0.4 0.3 -0.8
C -4.609 -4.875 1.894 -1.0 -0.8 0.2
C -4.242 -1.072 2.143 1.6 -0.9 1.0
H -5.509 -5.375 2.261 -0.1 0.0 0.1
H -2.049 -4.320 2.731 -0.2 0.0 -0.1
H -2.920 6.664 -3.502 0.3 0.6 -0.2
H 6.928 3.326 3.080 0.1 0.1 0.1
C 1.293 -0.621 -2.319 -1.3 1.8 0.9
H 3.329 -6.763 2.568 -0.3 0.0 -0.4
C 1.402 -6.488 1.728 -0.9 -0.1 -0.7
H -5.187 -0.936 1.698 -0.8 0.6 -0.9
H -3.470 -6.580 1.214 -0.2 0.5 0.5
C 2.781 -7.090 1.657 1.2 -2.2 1.7
C 5.932 1.793 4.220 -1.5 0.5 -1.1
C -4.270 -1.427 3.497 -0.8 0.0 1.1
H -0.437 -6.437 0.650 -1.6 -0.2 0.2
C -3.093 -1.755 4.182 -0.6 -0.3 -0.9
C -3.015 -1.019 1.463 -0.3 0.6 0.0
S 3.412 1.612 0.460 1.1 -0.4 -1.7
C -1.703 8.372 -6.187 0.2 0.4 -1.0
C 6.071 2.676 3.149 0.2 -0.4 0.0
C -3.468 -5.823 2.047 1.9 -0.6 -1.8
O -2.168 9.264 -7.112 -0.4 -0.2 1.0
```
Forces are in eV/Å.

Summary:
Total charge = 0

Here are the Löwdin charges for atoms 1 to 8, given in e:
1. C -0.0730
2. H 0.1439
3. C -0.2262
4. C -0.0484
5. N 0.0368
6. C -0.0069
7. H 0.1293
8. H 0.0959

---

# 4
Density functional theory data (wB97M-V/def2-TZVPD) for a cluster of 2 separate species, C6H14O in total.

Structure (XYZ):
```
21
Properties=species:S:1:pos:R:3:forces:R:3
H 1.141 1.078 1.624 0.2 0.0 0.8
H 1.011 2.240 2.998 0.0 -0.2 -0.2
C 0.250 2.286 0.304 -0.2 0.1 -0.5
H 0.537 -1.172 -1.836 -0.1 0.0 0.1
H -0.608 2.370 0.971 0.1 0.0 -0.3
H 1.046 3.008 0.470 -0.2 -0.1 -0.3
H 0.709 0.499 3.231 0.2 0.0 0.2
H 1.274 1.164 -1.135 -0.2 0.0 0.0
H -1.997 -2.209 -0.480 0.1 0.0 -0.1
H 2.370 1.095 2.879 0.0 -0.1 0.3
C -0.696 0.214 -0.710 -0.1 0.0 0.0
C -0.164 -1.192 -0.992 0.0 0.0 0.0
C -1.296 -2.149 -1.329 -0.1 0.4 0.1
H 0.388 -1.584 -0.129 -0.1 0.1 -0.1
H -1.352 0.516 -1.539 0.0 -0.1 0.0
H -1.327 0.192 0.189 0.1 0.1 -0.1
O -0.739 -3.415 -1.625 -0.2 -0.3 -0.1
C 1.308 1.231 2.689 0.1 -0.2 0.2
H -1.860 -1.752 -2.190 0.1 -0.1 0.1
C 0.363 1.269 -0.543 -0.1 0.3 -0.1
H -1.461 -4.010 -1.858 0.2 0.0 0.0
```
Forces are in eV/Å.

Summary:
Total charge = 0
SMILES = C=CCCCO.C

Here are the Löwdin charges for atoms 1 to 8, given in e:
1. H -0.0310
2. H 0.0308
3. C -0.0631
4. H 0.1194
5. H 0.0762
6. H 0.0714
7. H 0.0248
8. H 0.1093

---

Computed values of energy above the lowest of the compared OMol25 structures with the same formula, charge and spin (unit: kcal per mole) for the preceding records, in sequence: 102.4 48.8 43.1 39.6.
Computed values of highest occupied orbital energy (unit: eV) for the preceding records, in sequence: -9.071 -8.334 -7.893 -9.293.